1.
Entry from the OMol25 dataset: a structure of composition C16H39AlClF2KLiN4NaO17P3 (the ωB97M-V functional and the def2-TZVPD basis).

The calculation puts the energy relative to the best compared isomer or geometry (same formula, charge and spin) at 257.6 kcal per mole. As for the HOMO energy: -7.405 eV. The value obtained for the strongest force on any atom is 11.832 eV/A. The value obtained for the HOMO-LUMO gap is 0.912 eV.

Geometry as ORCA input:
```
! RIJCOSX wB97M-V def2-TZVPD def2/J DEFGRID3
* xyz 1 1
C -3.5734 -7.2792 -1.1977
C -3.7304 -5.9028 -2.0698
P -2.6499 -4.4186 -1.5687
F -1.6095 -3.0252 -1.1460
C -1.1777 -5.0151 -2.6000
C -0.6491 -4.1315 -3.8528
O -1.1944 -4.5381 -5.1907
C -0.6604 -3.6831 -6.2584
O 0.5564 -3.1359 -6.2780
C -1.8160 -5.3297 -0.0713
C -0.7787 -4.3076 0.7625
C -1.3747 -3.3444 1.9934
N 0.5754 -4.2399 0.5374
O -3.8401 -3.6475 -0.5669
C -4.8232 -4.4686 0.0551
N -5.7654 -5.3104 0.4341
P -3.6149 -3.2990 -3.2212
O -2.9310 -1.9164 -3.5620
O -5.2061 -2.7502 -2.6094
O -4.0886 -4.2678 -4.5802
H -4.2970 -8.0794 -1.7075
H -3.9091 -7.1990 -0.0738
H -2.4811 -7.7468 -1.3082
H -3.3143 -6.2508 -3.1412
H -4.8582 -5.6394 -2.3691
H -0.2331 -4.9867 -1.8595
H -1.1911 -6.1591 -2.9257
H -0.6033 -2.9725 -3.7014
H 0.5063 -4.4307 -3.9812
H -1.3601 -3.5189 -7.2111
H -1.1522 -6.2422 -0.3744
H -2.5325 -5.6915 0.7681
H -2.5592 -3.2813 1.8830
H -1.0812 -3.8765 2.9950
H -0.8971 -2.2558 1.9710
H 0.9349 -3.5087 1.2172
H -5.0306 -1.8580 -2.1437
H -5.0874 -4.4834 -4.5525
Al -6.2009 -5.6685 -5.1940
F -2.4288 -8.6488 -2.6295
O -3.9833 -0.2429 2.4725
Cl -2.7221 0.3899 2.8061
O -2.7467 0.8161 4.1918
O -2.5179 1.5420 1.9497
O -1.6402 -0.5555 2.6103
Na -1.1422 3.3201 1.7476
C 3.4070 1.7466 1.0918
C 4.3388 2.9344 0.8701
N 4.2812 3.9408 1.9323
C 4.9583 5.1949 1.5800
C 6.4665 5.1438 1.3599
C 4.5266 3.4643 3.2954
C 5.8563 2.7724 3.5747
H 2.3724 2.0761 1.2349
H 3.4304 1.0883 0.2169
H 3.7065 1.1464 1.9560
H 4.0390 3.4008 -0.0769
H 5.3580 2.5606 0.7235
H 4.7383 5.9535 2.3419
H 4.4964 5.5814 0.6624
H 7.0101 5.0584 2.3027
H 6.7992 6.0745 0.8863
H 6.7669 4.3221 0.7041
H 3.7205 2.7714 3.5661
H 4.4080 4.2968 4.0017
H 6.1281 2.0518 2.7993
H 5.7907 2.2206 4.5196
H 6.6712 3.4910 3.6854
O -3.1312 6.3603 5.9769
P -3.8809 6.2399 4.6400
O -4.1399 7.6439 4.0694
O -5.2221 5.5233 4.8677
O -3.0307 5.4316 3.6461
O -2.8392 8.9107 1.8138
H -1.8729 8.7993 2.0037
H -3.0852 9.8675 1.7363
H -3.3968 8.4468 2.4891
C 4.2801 3.7793 -3.9856
N 4.1666 3.8890 -2.5062
O 3.0442 4.1161 -2.0400
O 5.2076 3.7438 -1.8548
H 3.2926 3.9275 -4.4277
H 4.9731 4.5534 -4.3213
H 4.6589 2.7809 -4.2140
K 5.4094 7.6310 3.1645
Li -2.8243 2.3041 5.2646
*
```

2.
Entry from the OMol25 dataset: a cluster of 9 separate species, C16H39BF4N3O5 in total (the ωB97M-V functional and the def2-TZVPD basis).

The calculation puts the energy relative to the best compared isomer or geometry (same formula, charge and spin) at 8.8 kcal per mole. As for the HOMO energy: -7.373 eV. The value obtained for the strongest force on any atom is 10.715 eV/A. The value obtained for the HOMO-LUMO gap is 9.997 eV.

Geometry as ORCA input:
```
! RIJCOSX wB97M-V def2-TZVPD def2/J DEFGRID3
* xyz -1 1
B 59.6170 35.5390 91.9570
F 59.5860 36.5900 92.8890
F 58.4000 35.1830 91.4400
F 60.4670 35.9630 90.9570
F 60.1440 34.4140 92.5910
C 60.1830 38.8780 89.0710
C 59.8100 40.3390 88.8810
N 59.4450 41.4440 88.7030
H 59.5600 38.4340 89.8040
H 59.8230 38.2360 88.3030
H 61.0920 38.7230 89.5420
C 57.0790 36.5500 88.8650
C 57.0940 37.7760 88.0000
N 57.0830 38.7150 87.3810
H 57.2620 37.0540 89.7960
H 56.1790 36.0550 89.0010
H 57.8110 35.6650 88.7080
C 57.9590 38.5830 95.1320
C 57.0120 38.0790 96.1050
N 56.3210 37.7050 96.9560
H 58.9350 38.1280 95.3020
H 57.7860 38.3460 94.0230
H 57.9370 39.7280 95.0510
C 63.3780 34.4280 87.4880
C 62.3870 35.1600 88.3920
O 61.8920 34.1430 89.3920
H 63.5610 35.2090 86.7450
H 62.9210 33.6720 86.8280
H 64.1550 33.9000 87.9280
H 61.4270 35.2850 87.7610
H 62.6790 36.1560 88.7150
H 61.3130 34.5180 89.9790
C 64.2740 38.4250 92.2090
C 63.5960 37.1950 91.8760
O 63.4030 36.4190 93.0260
H 65.1900 38.0820 92.8770
H 63.6530 39.0390 92.7920
H 64.3300 38.9820 91.2630
H 64.1390 36.5550 91.1000
H 62.6940 37.2570 91.3300
H 62.8300 35.7590 92.9250
C 55.2250 34.0350 94.2320
C 55.8520 33.5110 92.8960
O 55.7520 34.7120 91.9580
H 54.1330 34.0880 93.9930
H 55.7060 34.8650 94.5250
H 55.4160 33.4060 94.9600
H 55.1830 32.7980 92.4550
H 56.8640 33.3720 92.9300
H 56.6590 34.9930 91.7650
C 60.9650 41.7350 92.6810
C 60.4800 40.3820 93.1990
O 59.7440 39.7160 92.3120
H 59.9750 42.4850 92.6680
H 61.5900 41.7130 91.8000
H 61.5680 42.0800 93.3660
H 59.8200 40.4170 94.0840
H 61.3830 39.8150 93.4450
H 59.5170 38.8920 92.6970
C 58.2930 33.7280 96.9520
C 58.6810 34.3630 95.5030
O 59.9360 33.9130 95.0940
H 58.9550 34.0780 97.6840
H 58.4690 32.5540 96.9500
H 57.1850 33.8580 97.2290
H 58.9390 35.4680 95.4750
H 57.9820 34.0820 94.9730
H 59.9950 34.2470 94.2720
*
```

3.
Entry from the OMol25 dataset: a cluster of 2 separate species, C16H39BN3O2P in total (the ωB97M-V functional and the def2-TZVPD basis).

As for the HOMO energy: -5.700 eV. The value obtained for the strongest force on any atom is 0.496 eV/A. The value obtained for the HOMO-LUMO gap is 4.889 eV.

Geometry as ORCA input:
```
! RIJCOSX wB97M-V def2-TZVPD def2/J DEFGRID3
* xyz 0 1
C -3.6680 -1.5964 0.5075
C -2.2607 -1.0148 0.3841
N -1.1106 -1.8746 0.6085
C -1.1362 -3.2164 0.0423
O 0.0457 -3.8676 0.3311
B -0.0495 -5.1587 -0.4722
C 1.4198 -5.6370 -0.9278
N 2.1675 -6.3838 0.1234
O -0.9756 -4.7334 -1.6274
C -1.2383 -3.3711 -1.4864
P 0.1020 -2.4631 -2.4468
C -0.2029 -3.3955 -3.9980
C -0.8491 -0.9701 -2.9971
H -4.4102 -0.8227 0.2846
H -3.8529 -1.9549 1.5246
H -3.8296 -2.4233 -0.1873
H -2.1613 -0.2166 1.1340
H -2.1399 -0.5399 -0.5890
H -0.9562 -1.9648 1.6051
H -1.9675 -3.8224 0.4661
H -0.6131 -6.0566 0.1925
H 1.3518 -6.2835 -1.8117
H 2.0426 -4.7788 -1.2230
H 1.9222 -5.9770 1.0203
H 1.7962 -7.3258 0.1622
H -2.2108 -3.1095 -1.9387
H 0.3198 -4.3499 -3.9268
H -1.2630 -3.5988 -4.1785
H 0.2021 -2.8244 -4.8396
H -0.7590 -0.1995 -2.2393
H -0.3910 -0.5948 -3.9197
H -1.9118 -1.1547 -3.1956
C 3.4660 3.0527 2.9049
C 2.6111 4.3175 2.9414
C 1.1362 4.2001 2.5836
N 0.7671 3.7737 1.1761
C -0.6758 4.1880 0.9638
C -1.2894 3.6763 -0.3283
C -1.1406 2.1650 -0.4295
C 0.3150 1.7486 -0.2654
C 0.8805 2.2670 1.0376
C 1.6420 4.4599 0.1883
H 3.7201 2.7363 1.8931
H 4.4083 3.2376 3.4182
H 2.9748 2.2184 3.4078
H 3.0781 5.1119 2.3562
H 2.5925 4.6921 3.9678
H 0.6664 5.1749 2.7183
H 0.6338 3.4927 3.2436
H -1.2169 3.7883 1.8232
H -0.6875 5.2765 1.0225
H -2.3393 3.9717 -0.3201
H -0.8427 4.1699 -1.1948
H -1.5261 1.8025 -1.3818
H -1.7247 1.6762 0.3519
H 0.9195 2.0780 -1.1145
H 0.4008 0.6611 -0.2330
H 1.9311 2.0186 1.1494
H 0.3327 1.8482 1.8830
H 2.6616 4.1041 0.3037
H 1.5965 5.5325 0.3667
H 1.2967 4.2398 -0.8152
*
```

Repeat the second record exactly.
Entry from the OMol25 dataset: a cluster of 9 separate species, C16H39BF4N3O5 in total (the ωB97M-V functional and the def2-TZVPD basis).

The calculation puts the energy relative to the best compared isomer or geometry (same formula, charge and spin) at 8.8 kcal per mole. As for the HOMO energy: -7.373 eV. The value obtained for the strongest force on any atom is 10.715 eV/A. The value obtained for the HOMO-LUMO gap is 9.997 eV.

Geometry as ORCA input:
```
! RIJCOSX wB97M-V def2-TZVPD def2/J DEFGRID3
* xyz -1 1
B 59.6170 35.5390 91.9570
F 59.5860 36.5900 92.8890
F 58.4000 35.1830 91.4400
F 60.4670 35.9630 90.9570
F 60.1440 34.4140 92.5910
C 60.1830 38.8780 89.0710
C 59.8100 40.3390 88.8810
N 59.4450 41.4440 88.7030
H 59.5600 38.4340 89.8040
H 59.8230 38.2360 88.3030
H 61.0920 38.7230 89.5420
C 57.0790 36.5500 88.8650
C 57.0940 37.7760 88.0000
N 57.0830 38.7150 87.3810
H 57.2620 37.0540 89.7960
H 56.1790 36.0550 89.0010
H 57.8110 35.6650 88.7080
C 57.9590 38.5830 95.1320
C 57.0120 38.0790 96.1050
N 56.3210 37.7050 96.9560
H 58.9350 38.1280 95.3020
H 57.7860 38.3460 94.0230
H 57.9370 39.7280 95.0510
C 63.3780 34.4280 87.4880
C 62.3870 35.1600 88.3920
O 61.8920 34.1430 89.3920
H 63.5610 35.2090 86.7450
H 62.9210 33.6720 86.8280
H 64.1550 33.9000 87.9280
H 61.4270 35.2850 87.7610
H 62.6790 36.1560 88.7150
H 61.3130 34.5180 89.9790
C 64.2740 38.4250 92.2090
C 63.5960 37.1950 91.8760
O 63.4030 36.4190 93.0260
H 65.1900 38.0820 92.8770
H 63.6530 39.0390 92.7920
H 64.3300 38.9820 91.2630
H 64.1390 36.5550 91.1000
H 62.6940 37.2570 91.3300
H 62.8300 35.7590 92.9250
C 55.2250 34.0350 94.2320
C 55.8520 33.5110 92.8960
O 55.7520 34.7120 91.9580
H 54.1330 34.0880 93.9930
H 55.7060 34.8650 94.5250
H 55.4160 33.4060 94.9600
H 55.1830 32.7980 92.4550
H 56.8640 33.3720 92.9300
H 56.6590 34.9930 91.7650
C 60.9650 41.7350 92.6810
C 60.4800 40.3820 93.1990
O 59.7440 39.7160 92.3120
H 59.9750 42.4850 92.6680
H 61.5900 41.7130 91.8000
H 61.5680 42.0800 93.3660
H 59.8200 40.4170 94.0840
H 61.3830 39.8150 93.4450
H 59.5170 38.8920 92.6970
C 58.2930 33.7280 96.9520
C 58.6810 34.3630 95.5030
O 59.9360 33.9130 95.0940
H 58.9550 34.0780 97.6840
H 58.4690 32.5540 96.9500
H 57.1850 33.8580 97.2290
H 58.9390 35.4680 95.4750
H 57.9820 34.0820 94.9730
H 59.9950 34.2470 94.2720
*
```